Formula: BrH12O6Zn
Source: OMol25
Level of theory: wB97M-V/def2-TZVPD

ORCA input file:
```
! RIJCOSX wB97M-V def2-TZVPD def2/J DEFGRID3
* xyz 1 1
Br -9.357 21.012 -3.502
Zn -7.035 22.009 -0.545
O -13.524 19.988 -0.836
O -5.330 23.265 -2.822
O -12.333 24.207 -5.146
O -10.542 22.053 -8.111
O -5.686 18.615 -6.498
O -9.593 16.650 -6.556
H -12.202 23.347 -4.747
H -9.140 17.143 -5.871
H -9.004 16.691 -7.310
H -12.767 19.955 -0.252
H -10.280 21.886 -7.205
H -4.832 24.060 -2.633
H -5.865 19.329 -5.886
H -12.639 24.760 -4.427
H -10.050 21.413 -8.625
H -5.730 19.022 -7.363
H -5.805 23.465 -3.628
H -13.210 20.454 -1.611
*
```

- Strongest force on any atom: 1.62 eV/A
- HOMO: -13.4 eV
- Energy above the lowest of the compared OMol25 structures with the same formula, charge and spin: 377.89 kJ/mol
- LUMO energy: -10.379 eV
- Kohn-Sham gap: 3.0 eV

Here are the natural (NBO) charges for atoms 1 to 5, given in e: Br -0.03; Zn 1.00; O -0.92; O -0.96; O -0.92